[1]
Formula: C5H3Cl2N3
Source: the OMol25 dataset
Level of theory: the ωB97M-V functional and the def2-TZVPD basis

Structure (ORCA input):
```
! RIJCOSX wB97M-V def2-TZVPD def2/J DEFGRID3
* xyz 0 1
N -0.80 2.81 1.63
C -0.56 2.26 0.63
C -0.11 1.65 -0.59
N 0.59 0.59 -0.63
C 0.47 -0.48 0.19
C -0.77 -1.05 0.37
C -2.11 -0.50 0.11
Cl -3.31 -1.70 0.39
N -2.29 0.75 -0.05
Cl -3.77 1.28 -0.44
H -0.29 2.30 -1.41
H 1.31 -0.96 0.37
H -0.66 -2.11 0.76
*
```

- frontier orbital gap (alpha / beta) (eV) = 8.47 / 8.47
- SMILES = N#C\C=N/C=C\C(Cl)=N\Cl
- E_tot (eV) = -34744.791

***

[2]
Formula: C2H2ClO4
Source: the OMol25 dataset
Level of theory: the ωB97M-V functional and the def2-TZVPD basis

Structure (ORCA input):
```
! RIJCOSX wB97M-V def2-TZVPD def2/J DEFGRID3
* xyz -1 3
C -1.97 0.63 -0.11
C 0.83 -0.37 -0.51
O -2.79 0.06 -0.77
O -1.48 1.49 0.52
O 1.36 0.52 0.44
O 1.79 -1.27 -0.82
Cl -0.89 -1.27 0.84
H 0.70 1.26 0.65
H 2.46 -1.05 -0.25
*
```

- frontier orbital gap (alpha / beta) (eV) = 4.58 / 8.27
- ⟨S²⟩ = 2.007
- E_tot (eV) = -22816.421

***

Number 1 is which compound? C5H3Cl2N3